1.
19
Properties=species:S:1:pos:R:3 method="wB97M-V/def2-TZVPD" e_lumo_ev=-1.19 e_homo_ev=-6.5 charge=0
C -0.967 1.030 -0.332
C 1.039 -0.373 -0.425
C -0.361 -0.300 -0.690
C -1.298 -1.516 -0.749
C -1.495 1.263 1.102
C 3.243 0.161 0.110
C 2.027 0.613 -0.197
H -0.306 1.865 -0.586
H 0.184 -1.024 0.902
H 4.056 0.867 0.323
H 3.649 -0.853 -0.065
H -0.684 1.243 1.858
H -2.164 0.470 1.460
H -2.058 -1.531 0.044
H 1.506 -1.358 -0.543
H -1.830 -1.454 -1.702
H -1.873 1.088 -0.960
H -1.967 2.234 1.011
H -0.702 -2.427 -0.561

=====

2.
27
Properties=species:S:1:pos:R:3 method="wB97M-V/def2-TZVPD" e_lumo_ev="3.71 / 3.67" e_homo_ev="0.7 / -2.8" charge=-1 multiplicity=2 s2=0.773
N 0.843 0.293 2.028
C 1.406 -0.204 -0.093
C 1.805 -2.437 -0.909
C 0.756 1.478 1.273
C 1.956 -2.898 0.405
C 1.732 -2.041 1.488
C 1.365 -0.733 1.237
C 1.089 1.167 -0.035
C -2.922 1.122 -0.090
C -3.661 -0.171 -0.500
C 1.630 -1.079 -1.208
C 1.181 2.221 -1.104
H 1.815 -2.457 2.488
H -4.722 -0.068 -0.247
H 0.248 2.673 -1.434
H -1.923 0.912 0.288
H 2.189 -3.936 0.614
H 1.764 -3.082 -1.775
H 1.655 1.815 -2.003
H -3.140 -1.065 -0.184
H -3.412 1.873 0.519
H 1.722 3.073 -0.684
H -3.820 -0.153 -1.584
H -2.589 1.559 -1.042
H 0.499 2.412 1.740
H 1.069 0.399 3.003
H 1.464 -0.674 -2.193

=====

3.
52
Properties=species:S:1:pos:R:3 method="wB97M-V/def2-TZVPD" e_lumo_ev="4.94 / 4.93" e_homo_ev="0.5 / -2.5" charge=-2 multiplicity=2 s2=0.770
Hg 0.289 0.203 1.203
S -2.242 0.826 3.340
O 2.703 1.694 0.231
O -3.115 -0.196 2.716
O -0.790 0.362 3.188
O -2.374 2.103 2.588
O -2.516 0.999 4.761
N 1.906 -5.085 -3.249
N -1.562 1.957 -0.983
N 0.802 -2.689 0.745
N 0.606 0.156 -2.305
N -0.041 3.042 1.320
N -1.623 -0.805 0.325
C -0.464 3.863 0.207
C -2.376 -0.381 -0.851
C 2.375 -4.357 1.523
C 0.945 -3.166 -0.462
C -1.730 3.285 -0.409
C 1.779 -4.258 -0.821
C 2.339 0.633 0.696
C 3.353 -0.471 0.900
C 2.555 -4.855 0.251
C 1.501 -3.302 1.771
C 1.849 -4.704 -2.149
C -1.034 1.980 -2.334
C 0.438 1.597 -2.452
C -2.715 1.098 -0.795
H 2.931 -4.783 2.353
H -2.221 -0.728 1.169
H 4.355 -0.126 0.626
H 1.335 -2.910 2.765
H -3.120 1.301 0.198
H -1.170 2.986 -2.763
H 0.393 -2.654 -1.252
H -1.794 -0.619 -1.745
H 0.257 -0.344 -3.114
H 0.995 2.083 -1.652
H -1.346 -1.779 0.266
H -0.695 4.906 0.484
H -3.331 -0.918 -0.922
H -0.826 2.808 1.935
H 0.704 3.458 1.859
H -3.503 1.300 -1.547
H 3.326 -0.807 1.939
H 0.333 3.906 -0.546
H -2.483 3.229 0.377
H 0.821 1.979 -3.413
H 1.574 -0.103 -2.172
H -2.093 3.991 -1.181
H -1.613 1.295 -2.968
H 3.249 -5.659 0.043
H 3.062 -1.339 0.304

=====

4.
13
Properties=species:S:1:pos:R:3 method="wB97M-V/def2-TZVPD" e_lumo_ev=0.55 e_homo_ev=-10.5 charge=0 smiles=O[C@@]1(F)CC(F)(F)C1(F)F
F -2.219 0.594 -0.309
F -1.915 -1.387 -0.113
F 1.396 1.505 -0.114
F -0.273 -0.805 2.113
F -0.650 1.286 1.715
O 2.072 -0.642 -0.010
C 1.008 0.190 -0.096
C -0.111 -0.035 -1.126
C -0.368 0.060 1.103
C -1.202 -0.205 -0.150
H -0.514 0.704 -1.882
H 0.060 -0.895 -1.790
H 2.716 -0.371 0.659

=====

5.
11
Properties=species:S:1:pos:R:3 method="wB97M-V/def2-TZVPD" e_lumo_ev="0.79 / -3.81" e_homo_ev="-9.9 / -9.9" charge=0 multiplicity=2 s2=0.755
O -1.868 2.333 -0.859
O 2.004 -1.514 -0.485
O 2.059 -0.364 1.443
C -1.470 1.220 -1.006
C -0.776 0.428 0.072
C 1.874 -1.352 0.671
H -1.590 0.723 -1.992
H 1.542 -2.205 1.319
H -0.672 1.073 0.931
H -1.285 -0.497 0.288
H 0.182 0.155 -0.382

=====

6.
24
Properties=species:S:1:pos:R:3 method="wB97M-V/def2-TZVPD" e_lumo_ev=-8.06 e_homo_ev=-14.9 charge=+2
Sr 0.127 1.102 -0.965
O -2.197 1.315 -4.052
O 0.685 5.699 -4.999
O 2.511 0.700 -4.003
O 2.811 3.846 -0.483
O -1.906 4.369 -0.436
N -0.093 -0.769 0.675
N -0.464 -3.899 3.419
C 0.581 4.844 -4.250
C 0.126 -2.071 0.290
C 1.824 0.885 -3.102
C 2.016 3.045 -0.680
C -0.436 -0.520 1.982
C 0.003 -3.129 1.184
C -0.344 -2.887 2.532
C -1.317 3.405 -0.657
C -1.498 1.313 -3.141
C -0.560 -1.544 2.915
H -0.313 -4.852 3.124
H -0.613 0.541 2.262
H 0.179 -4.144 0.838
H -0.705 -3.704 4.380
H -0.827 -1.304 3.940
H 0.409 -2.240 -0.771

=====

7.
15
Properties=species:S:1:pos:R:3 method="wB97M-V/def2-TZVPD" e_lumo_ev=-4.66 e_homo_ev=-14.4 charge=+1
N 0.503 1.581 0.293
N 0.722 -1.597 -0.364
C -0.478 0.891 0.059
C 1.612 2.026 0.690
C -1.445 0.377 -0.894
C -1.652 0.158 0.643
H 1.821 3.041 0.882
H 2.443 1.352 0.573
H 1.655 -1.665 0.071
H -1.466 -0.827 1.012
H 1.052 -1.953 -1.287
H -1.131 -0.516 -1.460
H -2.100 1.104 -1.553
H 0.005 -2.169 0.090
H -2.525 0.688 1.037

=====

8.
20
Properties=species:S:1:pos:R:3 method="wB97M-V/def2-TZVPD" e_lumo_ev="-6.36 / -6.89" e_homo_ev="-9.3 / -12.8" charge=+1 multiplicity=4 s2=3.762
Au -0.641 4.012 1.693
O -1.896 1.179 0.337
O -2.078 3.362 0.628
O 1.713 0.575 -1.896
O -0.398 2.318 1.582
C 0.241 -2.029 0.180
C 1.814 -0.708 -1.299
C -0.802 -1.614 1.094
C -1.434 2.302 0.862
C -1.054 0.029 0.141
C 0.441 -1.211 -0.942
H 1.147 -2.391 0.681
H 2.435 -0.648 -0.389
H -0.288 -1.259 -1.757
H -1.777 -0.460 -0.536
H -0.439 -1.284 2.076
H -1.752 -2.146 0.954
H 2.288 -1.424 -1.992
H 2.588 0.966 -1.954
H -0.107 0.432 0.536

=====

9.
22
Properties=species:S:1:pos:R:3 method="wB97M-V/def2-TZVPD" e_lumo_ev=-4.25 e_homo_ev=-12.4 charge=+1
N -1.874 -1.577 -1.132
N 0.668 0.610 -1.880
C -0.911 -1.224 -2.009
C 0.178 0.399 1.176
C -0.502 0.139 2.519
C 1.663 0.781 1.318
C -0.622 0.060 -2.408
H 2.214 -0.054 1.793
H -0.382 1.157 0.600
H -0.406 1.014 3.178
H -1.181 0.794 -2.978
H 0.862 0.105 -0.995
H -1.949 -2.557 -0.901
H 2.124 0.983 0.356
H 1.549 0.526 -2.405
H 0.573 1.571 -1.547
H -0.247 -2.049 -2.302
H 0.087 -0.514 0.570
H -1.539 -0.203 2.417
H -2.146 -0.930 -0.407
H 0.046 -0.663 3.030
H 1.794 1.631 2.008

=====

10.
109
Properties=species:S:1:pos:R:3 method="wB97M-V/def2-TZVPD" e_lumo_ev="-0.07 / -0.33" e_homo_ev="-5.9 / -6.8" charge=0 multiplicity=4 s2=3.829
Te 2.233 -1.227 -3.551
Co -0.376 1.314 -0.149
S 0.388 0.405 1.868
P -0.115 -0.663 -1.279
P 2.096 1.080 -1.079
O 0.780 -0.577 4.529
O -3.610 -1.178 2.102
N -0.793 -0.242 2.868
N -0.283 3.031 0.757
N 1.058 1.966 3.903
N -4.713 1.444 0.183
N -0.990 2.595 -1.614
N -2.538 1.215 0.368
N 0.139 3.090 2.086
N 4.306 -5.445 -2.217
C -2.242 4.651 -1.877
C -0.749 -3.465 2.369
C -6.022 1.462 -0.431
C -1.127 -1.481 -2.550
C 2.922 2.259 -3.446
C 0.534 1.994 2.692
C -4.386 1.912 1.430
C 3.317 1.866 1.246
C 0.758 -2.361 0.843
C 4.721 1.536 -2.012
C -2.474 4.354 -3.198
C -1.946 -2.888 1.689
C 4.044 1.718 2.420
C -3.351 -3.004 6.107
C -1.479 3.773 -1.063
C -1.606 -2.209 0.405
C -1.489 -3.527 -3.796
C -1.105 4.005 0.276
C -1.519 5.214 1.051
C 0.512 -3.199 1.961
C -2.510 -2.908 -4.494
C 2.967 -3.535 -1.701
C 5.203 2.354 -4.219
C -0.320 -1.951 0.032
C 5.646 1.848 -3.003
C -2.555 -1.992 4.079
C 1.434 -0.298 -1.927
C -1.146 2.379 -2.922
C -0.357 -0.746 4.030
C -0.819 -2.826 -2.807
C -3.032 1.769 1.531
C -2.843 -1.590 -4.230
C 4.452 -4.956 -3.451
C -1.397 -1.559 4.736
C 3.816 -0.404 0.643
C 3.129 -3.028 -2.981
C -2.734 -1.852 2.572
C -1.892 3.184 -3.745
C -3.531 -2.717 4.769
C -3.574 1.019 -0.402
C 3.577 -4.732 -1.356
C 4.670 0.509 2.704
C 3.166 0.793 0.368
C 3.853 2.558 -4.432
C -2.222 -2.570 6.764
C -1.260 -1.837 6.078
C 3.899 -3.760 -3.891
C 3.350 1.725 -2.224
C -2.165 -0.873 -3.253
C 4.558 -0.552 1.807
H 1.193 0.990 4.271
H -4.115 -3.538 6.671
H -0.062 -3.329 -2.215
H -6.763 0.880 0.134
H -2.016 2.917 -4.780
H 1.066 2.785 4.493
H 5.222 0.378 3.624
H 1.871 2.423 -3.630
H -5.936 1.034 -1.437
H 0.299 3.994 2.493
H -3.069 -3.453 -5.235
H 2.804 2.799 1.021
H -0.895 -4.079 3.245
H -1.215 -4.555 -4.021
H -2.439 -1.809 -0.154
H -2.419 0.158 -3.047
H 5.054 -5.540 -4.133
H -2.576 5.382 0.866
H 2.372 -3.012 -0.966
H 4.058 -3.429 -4.907
H -3.575 0.582 -1.390
H -0.647 1.492 -3.319
H 1.755 -2.026 0.616
H -2.387 2.013 2.353
H -1.381 5.117 2.126
H -4.392 -3.034 4.205
H -1.018 6.128 0.747
H -2.625 5.576 -1.456
H 5.907 2.565 -5.014
H -6.402 2.483 -0.518
H -3.652 -1.121 -4.777
H -3.061 5.006 -3.798
H 5.083 -1.470 2.003
H -2.710 -3.686 1.506
H -2.087 -2.782 7.814
H 3.455 -5.141 -0.358
H 6.701 1.699 -2.826
H 4.163 2.551 3.099
H 5.093 1.150 -1.081
H 3.732 -1.212 -0.072
H 3.518 2.963 -5.367
H -5.122 2.300 2.110
H -0.368 -1.450 6.576
H 1.330 -3.573 2.564

=====

11.
119
Properties=species:S:1:pos:R:3 method="wB97M-V/def2-TZVPD" e_lumo_ev=-2.26 e_homo_ev=-9.4 charge=+1
Sr -1.705 -0.065 -0.367
S -4.074 -1.728 -1.200
P -1.094 0.166 2.955
P -2.601 2.438 1.505
O -3.539 1.369 1.050
O 4.299 -3.750 -2.547
O -1.368 -0.999 2.043
N 1.378 -0.196 0.494
N -0.507 -1.946 -1.651
N -0.387 1.679 -1.978
N 2.707 -1.488 1.641
N -2.644 0.405 -2.894
N 5.829 -4.400 -3.982
N 3.410 -0.353 1.457
N -0.739 -3.791 -2.912
N -3.799 -0.073 -3.411
N -5.559 -1.451 -3.322
N -0.316 -2.751 -3.664
N 6.374 -4.452 -2.703
C -0.176 -1.669 -2.904
C 1.636 2.886 -2.430
C 4.464 -3.211 1.609
C 6.675 -4.167 1.624
C 6.631 -4.326 0.252
C -4.089 4.749 5.145
C 2.571 0.394 0.780
C -4.440 -1.003 -2.715
C 5.495 -3.924 -0.446
C -2.073 1.268 -3.672
C 1.266 3.016 -3.757
C 3.611 -3.738 -4.870
C -2.708 1.667 -4.973
C 0.543 -1.196 4.623
C -4.424 3.089 3.441
C 1.512 -1.387 1.059
C 5.448 -4.067 -1.899
C -1.118 4.416 0.152
C 1.339 -3.208 -5.456
C 3.289 -2.619 2.347
C -3.029 3.448 -0.972
C -1.680 5.095 -2.084
C 0.773 2.207 -1.592
C -2.202 3.542 0.147
C -2.351 4.330 3.545
C -3.090 1.259 6.312
C -3.155 3.356 2.948
C -0.775 1.838 -3.257
C -0.095 -2.900 -5.090
C -2.766 4.231 -2.087
C -0.852 -3.266 -1.721
C -2.363 0.378 4.200
C -4.889 3.791 4.545
C 2.698 -0.498 5.421
C 2.301 -3.453 -4.493
C 0.055 2.498 -4.172
C -4.574 -0.108 4.986
C -0.966 1.707 1.967
C 1.665 -1.431 5.397
C 5.599 -3.606 2.301
C 1.693 -3.255 -6.801
C 0.448 -0.019 3.870
C 3.962 -3.791 -6.214
C -4.319 0.636 6.128
C 2.611 0.661 4.670
C -2.104 1.126 5.351
C 1.482 0.907 3.896
C -2.818 5.022 4.647
C 4.414 -3.375 0.232
C -3.596 -0.238 4.009
C 2.994 -3.549 -7.175
C -0.857 5.190 -0.968
C 4.621 -3.982 -3.845
H -3.860 2.752 -0.960
H 7.465 -4.750 -0.292
H 0.150 -0.708 -3.269
H 0.944 -3.065 -7.562
H -0.530 2.466 2.630
H -3.724 2.015 -4.775
H 2.834 1.390 0.461
H 7.556 -4.471 2.173
H 5.650 -3.468 3.375
H 2.046 -3.435 -3.442
H 0.764 -2.162 1.078
H -5.851 -1.052 -4.196
H -5.533 -0.592 4.854
H 1.031 2.067 -0.553
H -0.232 2.595 -5.205
H -2.897 1.837 7.206
H 1.733 -2.335 5.987
H -3.403 4.159 -2.959
H -1.213 -3.827 -0.875
H -4.454 5.294 6.005
H -0.420 -1.979 -5.575
H 2.568 3.285 -2.054
H -2.173 2.443 -5.507
H -2.826 0.794 -5.618
H 4.984 -4.017 -6.487
H -5.085 0.730 6.888
H -1.470 5.703 -2.955
H 2.489 -3.352 2.469
H -1.131 1.583 5.491
H 3.588 -2.282 3.338
H -0.229 1.604 1.163
H -3.770 -0.807 3.105
H -0.465 4.488 1.014
H -5.025 2.331 2.952
H -6.115 -2.127 -2.832
H -0.012 5.866 -0.974
H 3.421 1.378 4.679
H 3.257 -3.587 -8.224
H 3.575 -0.677 6.030
H -2.201 5.779 5.112
H 3.542 -3.059 -0.327
H 1.429 1.817 3.313
H -5.877 3.587 4.936
H -0.269 -1.913 4.600
H -1.370 4.554 3.142
H 1.912 3.517 -4.466
H -0.755 -3.702 -5.417

=====

12.
10
Properties=species:S:1:pos:R:3 method="wB97M-V/def2-TZVPD" e_lumo_ev="0.63 / -1.57" e_homo_ev="-7.1 / -11.0" charge=0 multiplicity=3 s2=2.011
Cl 1.563 1.459 -2.411
F -0.512 1.546 -1.078
O 0.420 -1.145 -0.679
O 0.284 0.221 1.645
N -0.454 -1.388 0.223
C -0.458 -0.701 1.400
C 0.756 1.367 -0.979
H 0.989 1.556 0.040
H -1.349 -1.124 2.123
H -1.237 -1.791 -0.285

=====

13.
40
Properties=species:S:1:pos:R:3 method="wB97M-V/def2-TZVPD" e_lumo_ev=0.17 e_homo_ev=-4.6 charge=-1
S 3.304 2.109 0.204
F 3.996 2.330 2.762
F 3.072 4.149 1.936
F 5.134 3.621 1.393
O -1.251 -0.708 3.175
O 4.166 0.957 0.160
O 0.442 0.169 -2.079
O 3.153 3.039 -0.885
O 2.529 -0.460 -1.830
O -1.140 4.550 1.177
O -3.534 0.334 -1.765
O -2.696 3.225 1.969
O 0.337 -2.233 2.505
O -5.022 -1.281 -1.948
N -0.143 -1.122 2.370
N -1.704 0.534 2.814
N -3.841 -0.880 -1.830
N -1.544 3.411 1.531
N 1.291 -0.731 -1.734
C -0.598 2.324 1.394
C -0.426 -2.399 -1.579
C -3.125 -3.220 -1.920
C 0.882 -1.938 -1.244
C 0.147 -0.008 1.576
C 0.667 2.628 0.875
C 3.917 3.126 1.674
C 1.358 0.266 0.937
C -0.754 -3.773 -1.779
C -2.808 -1.856 -1.784
C 1.635 1.625 0.719
C -2.088 -4.159 -1.949
C -0.828 0.968 1.869
C -1.469 -1.449 -1.659
H 0.061 -4.502 -1.759
H -1.173 -0.404 -1.615
H 2.060 -0.545 0.729
H 1.637 -2.657 -0.905
H 0.876 3.658 0.579
H -4.173 -3.493 -2.009
H -2.348 -5.204 -2.075

=====

14.
12
Properties=species:S:1:pos:R:3 method="wB97M-V/def2-TZVPD" e_lumo_ev="-1.12 / -0.77" e_homo_ev="-9.4 / -9.2" charge=0
O -0.374 0.534 1.830
O 1.188 2.290 0.093
O 0.753 1.055 0.594
C 0.114 -0.760 -0.168
C -0.928 -0.386 0.988
C -0.189 -0.696 -1.476
H 0.328 -1.311 -2.203
H -1.102 -1.339 1.507
H -1.046 -0.134 -1.829
H -1.839 -0.006 0.506
H 2.140 2.110 -0.014
H 0.954 -1.357 0.170